(1)
ORCA calculation (the ωB97M-V functional and the def2-TZVPD basis) on a 9-piece molecular cluster, C54H99Cl2N18 overall at a distorted geometry.

```
173
Properties=species:S:1:pos:R:3:forces:R:3:mulliken_charge:R:1
C 30.531524 6.102759 28.062294 -0.2 -0.3 1.6 -1.34
C 29.515732 5.233165 28.785608 0.9 0.3 -0.7 -0.22
N 28.178969 5.757617 28.936925 0.1 -0.6 0.9 0.09
C 27.358976 5.228741 29.898875 -1.5 1.0 -0.4 -0.44
C 26.175591 5.923273 29.859177 2.2 -0.4 -0.6 -0.35
N 26.353145 6.917316 28.944202 0.7 0.1 -1.7 0.09
C 27.607397 6.775731 28.369494 -2.8 0.6 0.8 -0.11
C 25.329684 7.921401 28.523660 2.0 0.4 0.3 -0.78
H 30.367526 6.251444 27.032223 -0.5 -0.2 -1.3 0.40
H 31.471889 5.543228 28.173868 0.0 0.8 0.0 0.35
H 30.501580 7.085629 28.525634 0.8 0.1 0.2 0.41
H 29.790863 5.044528 29.796212 0.8 -0.1 0.7 0.35
H 29.498600 4.285690 28.303346 -0.5 -0.9 -0.4 0.35
H 27.666643 4.501783 30.593537 0.4 -0.9 0.3 0.42
H 25.284638 5.683505 30.354753 -1.0 0.2 0.7 0.44
H 27.999194 7.383958 27.593336 0.2 0.3 -0.4 0.41
H 25.613455 8.240908 27.484509 -0.7 -0.2 1.1 0.28
H 25.442670 8.750685 29.250528 -0.3 -0.2 -0.7 0.32
H 24.360428 7.472519 28.635725 -0.4 -0.1 -0.4 0.33
C 7.183322 11.273642 8.354254 -0.6 -1.8 1.2 -1.17
C 6.322833 12.431122 8.669394 -1.2 0.3 -0.1 -0.31
N 5.748865 12.365235 10.043938 0.4 -0.9 -0.8 0.15
C 6.550495 12.056500 11.103042 0.5 0.3 0.5 -0.37
C 5.790626 12.020088 12.231572 -0.6 -0.2 -1.0 -0.44
N 4.496559 12.242232 11.774247 0.0 0.0 0.7 0.04
C 4.503882 12.432407 10.463750 -0.7 0.4 -0.3 -0.01
C 3.260834 12.126684 12.563261 1.6 -0.4 1.2 -0.85
H 7.737268 11.295107 7.452866 0.5 0.7 -0.8 0.38
H 6.590656 10.360081 8.293358 -0.2 0.0 0.0 0.32
H 7.830411 11.112665 9.199557 0.8 -0.2 -0.1 0.35
H 5.556234 12.560772 7.917061 -0.5 0.1 0.2 0.35
H 6.874928 13.313544 8.702027 1.0 1.6 -0.3 0.31
H 7.587183 11.907311 10.880631 0.2 0.0 0.6 0.40
H 5.978188 11.762802 13.263330 0.1 0.1 -0.2 0.42
H 3.624964 12.645267 9.850986 0.4 -0.2 0.3 0.40
H 3.542623 11.712026 13.550826 -0.1 0.3 -0.5 0.29
H 2.703368 11.365590 12.073348 -1.2 -0.1 -0.3 0.41
H 2.832331 13.100730 12.728755 -0.5 0.1 -0.3 0.32
C 22.974175 5.062499 11.287990 1.0 0.0 -0.2 -1.18
C 22.575430 4.201811 12.496173 -1.3 -0.7 0.4 -0.25
N 23.513919 4.388189 13.684578 0.1 -0.1 -1.0 0.11
C 24.882231 4.380232 13.514984 -0.4 -1.1 2.7 -0.27
C 25.389652 4.119693 14.754638 0.5 0.9 -0.8 -0.53
N 24.389115 4.139527 15.678323 -0.1 -0.9 0.1 0.09
C 23.269050 4.257742 15.001421 -1.3 -0.3 -1.7 -0.01
C 24.440439 3.800293 17.113638 -0.1 0.7 0.2 -0.83
H 22.306040 5.011973 10.427424 -0.4 -0.3 0.4 0.37
H 23.938625 4.708450 10.872015 -0.4 0.0 0.3 0.33
H 23.133594 6.127885 11.474898 -0.3 -0.1 0.5 0.35
H 22.568711 3.111957 12.202282 0.5 1.1 0.4 0.29
H 21.518604 4.317424 12.878243 1.2 0.5 -0.4 0.33
H 25.471897 4.372852 12.655481 0.1 0.2 -1.5 0.36
H 26.399409 3.935190 14.975560 1.0 0.0 0.6 0.46
H 22.283613 4.043212 15.351729 -0.3 0.3 0.5 0.37
H 23.430793 3.985950 17.529977 0.7 -0.3 -0.2 0.32
H 25.142135 4.477558 17.614258 -0.2 -0.2 -0.2 0.34
H 24.777570 2.773193 17.268365 -0.2 0.1 -0.2 0.35
C 8.832657 16.659280 26.448346 -0.7 -1.4 -0.7 -1.02
C 10.336947 16.693229 26.503581 0.4 -1.0 -2.1 -0.38
N 10.820139 16.825309 25.050008 -1.6 4.1 2.5 0.03
C 10.588004 18.002070 24.305432 1.3 -2.6 -0.8 -0.45
C 11.118859 17.732549 23.115178 0.7 0.2 -1.2 -0.30
N 11.696898 16.469349 23.102088 -0.7 1.9 -0.2 0.24
C 11.447995 15.991471 24.300658 1.0 -3.7 0.9 -0.07
C 12.160760 15.734492 21.949354 -0.2 -1.4 -0.3 -0.94
H 8.519272 15.868165 27.124952 -0.3 0.5 0.6 0.37
H 8.538881 16.160049 25.478720 0.1 1.0 0.7 0.32
H 8.303944 17.599524 26.620279 0.2 -0.3 -0.1 0.32
H 10.720320 15.715012 26.740717 0.1 -0.4 0.5 0.30
H 10.793929 17.411992 27.170538 0.1 0.4 -0.3 0.35
H 10.019830 18.865437 24.364904 -1.1 1.3 1.6 0.40
H 11.096467 18.424820 22.303937 0.3 -0.2 -0.7 0.41
H 11.636721 14.954095 24.671290 0.2 1.1 -0.7 0.32
H 11.426140 14.935758 21.805851 0.3 0.0 -0.3 0.39
H 13.126863 15.279670 22.137714 0.1 0.1 0.1 0.33
H 12.218035 16.299773 21.025134 -0.1 0.5 0.3 0.32
C 31.246268 19.814278 15.084234 2.7 0.7 1.0 -1.36
C 32.203650 18.656728 14.728775 0.8 -0.1 0.6 -0.15
N 31.803553 17.431640 15.459900 -0.6 -0.9 1.0 0.18
C 32.256286 16.134721 15.256746 1.0 -0.1 -1.7 -0.48
C 31.763176 15.357447 16.237011 -0.6 0.0 0.1 -0.29
N 30.967961 16.161589 17.006574 -1.2 -0.7 0.4 0.10
C 30.977332 17.388378 16.515802 0.7 0.5 -0.3 -0.06
C 30.094581 15.677478 18.105042 1.5 2.2 1.6 -0.89
H 31.299848 20.068189 16.182726 -0.3 -0.4 -1.1 0.38
H 30.279028 19.665038 14.706379 -1.4 -0.4 -0.2 0.40
H 31.625616 20.717584 14.597999 0.0 -0.1 0.0 0.37
H 33.318299 18.842436 15.012575 -2.1 -0.1 -0.7 0.29
H 32.082594 18.331917 13.692738 0.4 0.6 -0.1 0.33
H 32.818487 15.813396 14.349846 -0.3 0.6 1.1 0.38
H 31.764781 14.307508 16.449171 0.4 -0.2 -0.2 0.46
H 30.454875 18.237372 16.920682 0.0 -0.1 0.1 0.31
H 29.086487 15.396147 17.838454 0.0 -0.1 -0.5 0.31
H 30.079985 16.584475 18.796371 -0.4 -1.4 -0.6 0.33
H 30.650027 14.906913 18.654039 -0.4 0.0 -0.3 0.38
C 19.919985 16.744160 4.390636 -0.1 -1.1 -0.2 -1.14
C 20.090989 18.071683 5.046504 0.5 0.8 1.4 -0.25
N 19.034743 19.043179 4.657865 -2.8 -0.9 0.2 0.14
C 19.240993 20.250810 4.156821 -1.9 2.7 -1.6 -0.22
C 17.972127 20.807081 3.792216 4.4 0.2 0.6 -0.44
N 17.042813 19.945118 4.119292 0.1 -2.4 0.8 0.12
C 17.674297 18.864415 4.611937 0.1 -1.2 1.3 -0.24
C 15.590377 20.096033 4.018041 -0.2 -0.9 -1.3 -0.85
H 20.858579 16.197823 4.291272 0.2 0.3 0.1 0.37
H 19.570939 16.921963 3.385629 -0.2 -0.2 -0.4 0.36
H 19.254544 16.029631 4.901962 0.0 0.6 -0.1 0.32
H 21.000856 18.574090 4.730047 0.1 -0.1 -0.2 0.30
H 20.198562 18.018705 6.158893 -0.5 0.1 -0.8 0.26
H 20.204708 20.676550 4.000096 0.4 0.1 0.0 0.41
H 17.782487 21.730164 3.353748 -0.3 1.3 -0.6 0.48
H 17.141637 18.061644 5.114209 0.3 0.0 -0.4 0.35
H 15.242887 20.720462 4.804704 -0.3 0.8 0.4 0.35
H 15.132204 19.110331 4.141662 0.2 0.2 0.0 0.32
H 15.317590 20.455143 3.000321 0.3 0.0 0.9 0.36
C 23.888350 20.879234 29.673953 -1.9 -1.4 0.6 -0.99
C 23.017411 19.559079 29.832171 1.2 1.1 1.7 -0.65
N 22.343925 19.588168 31.172674 1.1 0.4 -3.6 0.03
C 21.177993 20.251174 31.373235 0.2 0.1 -1.6 -0.40
C 21.023196 20.291228 32.680108 -0.5 -0.4 3.0 -0.46
N 22.104011 19.633934 33.277269 -0.6 0.4 -0.4 0.11
C 22.898337 19.267907 32.274537 0.7 -1.1 3.2 0.07
C 22.288439 19.472962 34.731185 -1.3 -0.2 -0.3 -0.81
H 24.201022 20.994806 28.668395 0.2 0.1 -1.0 0.39
H 24.767833 20.834973 30.297491 0.1 0.0 0.3 0.33
H 23.234184 21.700406 29.965876 0.3 0.2 -0.1 0.34
H 23.656036 18.690604 29.855990 0.1 -0.4 -0.3 0.35
H 22.187614 19.430386 29.184927 -0.3 0.0 -1.2 0.38
H 20.714430 20.626820 30.482451 -0.7 0.2 0.3 0.44
H 20.229104 20.593116 33.328929 -0.3 0.4 -0.1 0.44
H 23.792341 18.712494 32.451651 0.5 -0.1 -0.3 0.42
H 21.760650 20.303206 35.170559 0.1 0.3 0.4 0.33
H 23.307492 19.477344 34.995547 1.3 0.3 0.1 0.38
H 21.863691 18.560097 35.152311 -0.2 -0.1 -0.6 0.31
C 9.589263 5.561592 33.049561 1.0 -2.3 0.3 -1.07
C 9.570272 4.132865 32.339897 0.8 2.4 -0.6 -0.45
N 8.299803 3.938182 31.595798 -1.4 0.8 4.7 0.16
C 8.059956 3.523527 30.394257 -3.2 -1.4 -4.4 -0.04
C 6.631656 3.374544 30.270755 1.2 0.0 -1.2 -0.40
N 6.044732 3.739170 31.479309 3.5 -0.1 -0.9 0.16
C 7.089806 4.045020 32.264773 0.4 -0.3 1.0 -0.29
C 4.655072 3.817444 31.932075 0.4 -3.5 -0.4 -0.82
H 10.522659 5.656593 33.603107 0.1 -0.4 0.1 0.38
H 8.828984 5.571632 33.804750 -0.6 0.6 0.1 0.35
H 9.646814 6.397719 32.386177 -0.8 0.3 -0.7 0.33
H 9.755860 3.305021 33.005138 -0.3 -0.1 0.3 0.31
H 10.398934 4.163672 31.618788 -0.5 -0.3 -0.1 0.31
H 8.785289 3.370541 29.555432 -0.7 0.2 1.3 0.37
H 6.089039 3.054957 29.347390 0.4 0.5 1.3 0.38
H 6.956627 4.096725 33.361755 0.4 0.4 -0.9 0.30
H 4.097283 3.063693 31.332922 0.0 1.1 0.0 0.35
H 4.334664 4.813106 31.887531 -0.8 1.1 0.1 0.31
H 4.635337 3.309961 32.904027 -0.1 0.9 0.2 0.37
C 16.121512 12.165944 14.843867 -0.7 0.0 0.5 -1.27
C 16.780816 13.245874 15.719592 2.4 -2.3 -1.0 -0.14
N 18.364381 13.168633 15.723559 -5.0 7.8 2.8 -0.08
C 19.354414 12.412602 15.377854 7.0 -2.9 -0.7 -0.57
C 20.637978 12.990629 16.166518 -3.8 -1.0 1.1 -0.19
N 20.191254 14.285529 16.660645 -3.6 -2.6 -3.5 0.06
C 18.794729 14.227388 16.592309 0.5 -3.4 -3.5 -0.54
C 20.814933 15.024475 17.599957 0.7 1.5 3.5 -0.88
H 16.617778 11.873742 13.925855 0.3 0.2 -0.1 0.32
H 15.098041 12.486790 14.601735 0.2 0.1 -0.2 0.37
H 15.941556 11.264105 15.446808 0.4 0.1 -0.2 0.31
H 16.500627 12.953517 16.777032 0.1 1.3 -1.4 0.25
H 16.648631 14.270413 15.341612 -0.6 -0.4 0.6 0.27
H 19.428040 11.504609 14.786899 -0.5 0.3 0.3 0.32
H 20.645332 12.419487 17.111807 1.7 -0.7 -0.4 0.29
H 18.296226 15.123015 16.508490 -1.1 1.9 0.0 0.52
H 20.867751 14.627785 18.679942 -0.4 -0.1 -1.1 0.27
H 20.230895 15.960344 17.673847 0.8 0.0 0.1 0.28
H 21.847042 15.137029 17.336762 0.6 0.7 -0.3 0.32
Cl 22.252192 13.189355 15.441679 1.1 -0.4 -0.6 -0.23
Cl 17.876238 13.559180 18.262332 -0.2 -0.2 4.2 -0.60
```
Forces are in eV/Å.

Computed properties:
orbital gap	1.069	eV
E_LUMO	-7.2719	eV
total charge	+7
E_HOMO	-8.34	eV



(2)
ORCA calculation (the ωB97M-V functional and the def2-TZVPD basis) on a 7-piece molecular cluster, BH16O6 overall at a distorted geometry.

```
23
Properties=species:S:1:pos:R:3:forces:R:3:mulliken_charge:R:1
B -5.518000 -34.099000 14.689000 0.4 -0.6 0.3 0.40
H -6.464000 -34.761000 14.272000 0.0 0.0 -0.1 -0.25
H -5.915000 -33.503000 15.690000 0.2 0.1 0.0 -0.19
H -4.568000 -34.875000 14.973000 -0.5 0.4 -0.1 -0.25
H -5.147000 -33.309000 13.829000 0.0 0.2 -0.1 -0.35
O -5.913000 -30.695000 15.149000 0.5 2.9 -1.4 -0.61
H -5.829000 -31.570000 15.393000 0.3 -3.4 0.6 0.30
H -6.387000 -30.295000 15.853000 -0.7 0.6 0.8 0.27
O -4.141000 -34.654000 11.645000 1.0 -1.7 -0.9 -0.70
H -4.464000 -34.294000 12.445000 -0.7 0.6 1.9 0.28
H -4.359000 -34.029000 10.984000 -0.3 0.9 -1.0 0.30
O -2.620000 -32.485000 15.774000 1.7 -0.5 -1.7 -0.70
H -2.960000 -32.111000 16.543000 -1.1 0.9 1.9 0.28
H -3.328000 -32.971000 15.363000 -0.7 -0.4 -0.3 0.34
O -7.466000 -34.067000 11.528000 -0.7 2.0 -3.3 -0.61
H -7.736000 -33.855000 12.380000 -0.7 0.5 2.6 0.33
H -7.022000 -34.865000 11.505000 1.4 -2.4 0.4 0.30
O -8.108000 -32.382000 13.872000 -1.5 1.0 -0.8 -0.72
H -7.609000 -33.113000 14.186000 1.2 -0.9 0.7 0.21
H -7.545000 -31.854000 13.280000 0.2 -0.2 0.3 0.44
O -6.446000 -31.293000 11.801000 1.1 -0.1 0.4 -0.69
H -5.836000 -32.052000 11.855000 -0.2 0.4 0.5 0.30
H -6.911000 -31.517000 11.011000 -0.8 -0.2 -0.9 0.31
```
Forces are in eV/Å.

Computed properties:
orbital gap	9.525	eV
E_LUMO	3.3160	eV
total charge	-1
E_HOMO	-6.21	eV



(3)
ORCA calculation (the ωB97M-V functional and the def2-TZVPD basis) on C4H12N2O as an isolated structure at a distorted geometry.

```
19
Properties=species:S:1:pos:R:3:forces:R:3:mulliken_charge:R:1
C 0.987337 -1.696609 0.830790 -0.4 0.3 -1.3 -0.83
O -0.145051 -2.420232 1.354524 -0.1 0.0 0.0 -0.49
H -0.759672 -2.562877 0.629599 0.1 0.0 0.1 0.32
H 1.596971 -2.351458 0.194164 0.0 -0.1 0.0 0.29
H 1.618070 -1.473567 1.695989 -0.1 0.3 -0.1 0.24
H 0.545930 -0.709561 -0.246195 0.8 -0.8 1.5 0.01
C -1.521470 -0.343978 -1.072414 0.3 -0.3 0.2 -1.19
C 0.084136 1.347734 -0.078265 0.8 -0.5 -0.5 0.50
N 0.726364 2.507797 -0.422369 -0.4 -0.6 0.3 -0.41
N -0.091860 1.036740 1.223434 0.0 -0.7 0.3 -0.46
C -0.138652 0.294650 -0.999466 -0.6 1.0 -0.5 -0.31
H 0.819060 2.714610 -1.403225 0.1 0.2 0.3 0.22
H 1.122584 3.098154 0.293207 0.1 0.0 -0.4 0.19
H 0.124729 -0.001041 1.360385 -0.2 1.1 -0.1 0.35
H 0.355535 1.631725 1.908729 -0.2 0.0 -0.1 0.25
H 0.271050 0.491653 -1.989622 0.1 0.1 0.0 0.38
H -1.461309 -1.293346 -1.610427 0.0 0.0 0.0 0.29
H -2.243617 0.283529 -1.599690 0.0 0.0 0.1 0.35
H -1.890134 -0.553922 -0.069149 -0.2 0.0 0.0 0.30
```
Forces are in eV/Å.

Computed properties:
orbital gap	7.280	eV
E_LUMO	0.7033	eV
E_HOMO	-6.58	eV